(1)
# C4H8NO3

The ion C4H8NO3 with charge -1 in a non-equilibrium geometry (ωB97M-V/def2-TZVPD, the Open Molecules 2025 dataset).

```
16
Properties=species:S:1:pos:R:3
O 1.982 -0.325 1.922
C 2.051 0.438 0.983
N 1.048 0.614 0.105
C -0.280 -0.041 0.430
C -0.395 -1.433 -0.211
O -1.107 -1.483 -1.472
C -1.332 0.953 -0.176
O -1.096 1.046 -1.488
H 2.902 0.981 0.745
H 1.076 1.171 -0.752
H -0.335 -0.007 1.574
H 0.669 -1.742 -0.560
H -0.886 -2.245 0.228
H -0.833 -0.516 -1.820
H -1.068 1.879 0.332
H -2.396 0.711 0.161
```

SMILES string ... O=CN[C@@H](C[O-])CO
Total charge ... -1
E ... -437.682171 Eh
LUMO level ... 3.870 eV

---

(2)
# C4H7NOS

An isolated molecule of C4H7NOS in a non-equilibrium geometry (ωB97M-V/def2-TZVPD, the Open Molecules 2025 dataset).

```
14
Properties=species:S:1:pos:R:3
C -0.449 -2.349 -0.113
C 0.135 0.323 -0.843
C -1.472 -0.622 1.240
C 1.419 0.942 -0.248
N -1.068 -1.868 0.889
O -2.609 -0.149 0.660
S 0.507 -1.362 -1.215
H -0.285 -3.431 -0.329
H -0.292 0.830 -1.666
H -1.281 0.013 2.042
H 2.333 0.657 -0.886
H 1.606 0.616 0.735
H 1.233 1.921 -0.381
H -2.632 -0.190 -0.324
```

E ... -684.642058 Eh
LUMO level (spin up / spin down) ... 0.059 / 0.061 eV

---

(3)
# C27H22Cl2N5O2Rb

A structure of composition C27H22Cl2N5O2Rb (ωB97M-V/def2-TZVPD, the Open Molecules 2025 dataset).

```
59
Properties=species:S:1:pos:R:3
Rb -0.335 -0.215 0.700
Cl -6.457 -4.094 -0.357
C -4.745 -3.709 -0.382
C -4.365 -2.381 -0.478
C -3.022 -1.984 -0.520
N -2.625 -0.644 -0.678
C -3.462 0.347 -0.455
O -4.653 0.366 -0.063
C -2.879 1.757 -0.723
C -3.770 2.831 -0.650
C -3.312 4.111 -0.888
C -1.969 4.301 -1.185
C -1.156 3.182 -1.226
N -1.586 1.941 -1.005
C -2.017 -3.012 -0.458
C -2.443 -4.341 -0.347
C -3.781 -4.692 -0.306
Cl -4.203 -6.388 -0.169
N -0.662 -2.653 -0.438
C 0.294 -3.522 -0.685
O 0.271 -4.727 -1.028
C 1.714 -2.957 -0.486
C 2.734 -3.871 -0.215
C 4.019 -3.414 -0.003
C 4.272 -2.051 -0.094
C 3.207 -1.219 -0.391
N 1.956 -1.645 -0.575
H -5.123 -1.615 -0.507
H -4.795 2.607 -0.392
H -3.989 4.956 -0.831
H -1.555 5.284 -1.367
H -0.095 3.287 -1.437
H -1.692 -5.115 -0.323
H 2.472 -4.919 -0.185
H 4.818 -4.109 0.231
H 5.260 -1.640 0.069
H 3.362 -0.148 -0.476
C -3.347 3.411 3.632
N -2.070 2.951 4.138
C -0.996 3.644 3.450
C -1.956 1.497 3.933
C -0.700 0.880 4.516
C -0.662 0.743 5.908
C 0.446 0.189 6.535
C 1.511 -0.233 5.744
C 1.445 -0.084 4.359
C 0.352 0.479 3.664
H -3.453 4.488 3.791
H -4.161 2.903 4.153
H -3.466 3.211 2.552
H -1.051 4.716 3.663
H -1.056 3.506 2.355
H -0.030 3.258 3.773
H -1.994 1.283 2.852
H -2.850 1.047 4.380
H -1.508 1.077 6.507
H 0.474 0.079 7.614
H 2.388 -0.678 6.210
H 2.311 -0.432 3.792
```

Total charge ... -2
E ... -2410.856015 Eh
LUMO level ... 3.849 eV

---

(4)
# C9H10N2OS

A cluster of 2 separate species, C9H10N2OS in total in a non-equilibrium geometry (ωB97M-V/def2-TZVPD, the Open Molecules 2025 dataset).

```
23
Properties=species:S:1:pos:R:3
C -0.732 -2.896 0.535
C 0.488 -2.421 1.034
C -1.654 -1.963 0.089
C 0.697 -1.043 1.184
C -1.302 -0.633 -0.018
C -0.170 -0.112 0.563
C -0.288 2.293 -0.061
C 1.886 0.137 -1.708
C 0.340 1.198 0.505
N 0.271 3.575 0.108
N 1.114 -0.538 -2.336
O -1.369 2.265 -0.837
S 3.212 0.670 -1.161
H -1.112 -3.896 0.736
H 1.293 -3.172 1.419
H -2.647 -2.255 -0.177
H 1.588 -0.605 1.672
H -1.940 -0.022 -0.682
H 1.119 1.364 1.236
H 0.701 3.753 1.074
H -0.460 4.281 -0.070
H -1.467 1.303 -0.953
H 0.433 -1.283 -2.152
```

SMILES string ... N/C(O)=C/c1ccccc1.N=C=S
E ... -931.829083 Eh
LUMO level ... 0.666 eV

---

These records have ΔE to the lowest compared entry with this formula, charge and spin values of 77.38; 103.55; 1.92; 43.61 kcal/mol, in the order they appear.